# 1
# C27H49N2O11P

A 8-piece molecular cluster, C27H49N2O11P overall in a non-equilibrium geometry (wB97M-V/def2-TZVPD, the OMol25 dataset).

XYZ file:
```
90
Properties=species:S:1:pos:R:3:lowdin_charge:R:1
N -0.15 -1.41 2.19 0.07
C -1.15 -0.50 1.65 -0.21
C -1.99 -0.86 0.56 0.07
C -3.07 0.17 0.00 -0.23
O -4.04 -0.17 -0.72 0.03
C -2.92 1.74 0.33 -0.20
N -3.61 2.75 -0.46 0.08
C -2.08 2.07 1.42 -0.21
P -1.69 3.86 1.98 0.92
O -1.69 4.81 0.52 -0.35
O 0.00 3.77 2.36 -0.34
C -1.37 0.93 2.29 -0.27
O -0.96 1.15 3.47 0.01
H -0.10 -1.19 3.20 0.08
H 0.79 -1.20 1.83 0.09
H -1.89 -1.89 0.08 0.12
H -4.54 2.32 -0.67 0.10
H -3.85 3.58 0.10 0.08
H -1.36 4.16 -0.16 0.01
H 0.38 3.39 1.53 0.03
C 1.57 -2.27 -3.05 -0.02
C 0.37 -2.83 -2.34 -0.47
C -0.29 -4.03 -2.95 -0.02
O -0.04 -2.33 -1.31 0.04
H 1.95 -1.41 -2.50 0.07
H 2.36 -3.03 -3.10 0.05
H 1.29 -1.95 -4.06 0.09
H 0.41 -4.87 -3.00 0.08
H -0.66 -3.78 -3.96 0.04
H -1.14 -4.33 -2.34 0.09
C -3.89 -0.84 5.00 -0.01
C -3.64 -2.17 4.34 -0.49
C -4.17 -3.40 5.02 -0.02
O -3.03 -2.24 3.29 0.06
H -3.46 -0.05 4.40 0.07
H -4.97 -0.67 5.09 0.09
H -3.42 -0.83 5.99 0.05
H -5.26 -3.34 5.11 0.08
H -3.72 -3.50 6.01 0.08
H -3.92 -4.28 4.43 0.08
C -2.47 -2.70 -7.40 -0.02
C -2.52 -2.70 -5.90 -0.48
C -3.88 -2.81 -5.25 -0.01
O -1.51 -2.60 -5.23 0.04
H -1.44 -2.61 -7.73 0.08
H -2.88 -3.64 -7.79 0.09
H -3.04 -1.85 -7.80 0.09
H -4.35 -3.75 -5.54 0.09
H -4.50 -1.97 -5.55 0.09
H -3.76 -2.79 -4.16 0.09
C -0.67 -0.89 9.08 -0.02
C -1.48 0.17 8.37 -0.49
C -0.96 1.58 8.40 -0.02
O -2.52 -0.11 7.81 0.05
H -1.17 -1.85 8.98 0.08
H 0.32 -0.95 8.62 0.09
H -0.58 -0.64 10.14 0.08
H 0.02 1.62 7.92 0.09
H -0.89 1.93 9.43 0.08
H -1.65 2.23 7.86 0.09
C 1.16 2.27 -3.23 -0.01
C 1.23 2.92 -1.88 -0.47
C 2.54 3.53 -1.46 -0.03
O 0.25 2.95 -1.15 0.04
H 0.16 1.88 -3.40 0.09
H 1.38 3.01 -4.01 0.09
H 1.88 1.45 -3.28 0.08
H 2.82 4.33 -2.15 0.08
H 3.31 2.76 -1.43 0.10
H 2.43 3.96 -0.46 0.07
C 4.42 -5.67 -5.75 -0.02
C 4.57 -5.03 -4.40 -0.49
C 5.95 -4.94 -3.82 -0.02
O 3.60 -4.59 -3.80 0.05
H 3.37 -5.66 -6.04 0.08
H 4.99 -5.12 -6.50 0.09
H 4.76 -6.71 -5.71 0.09
H 6.60 -4.36 -4.48 0.09
H 6.36 -5.95 -3.69 0.09
H 5.91 -4.45 -2.85 0.08
C 2.86 7.42 0.11 -0.02
C 4.19 6.72 0.04 -0.49
C 5.34 7.34 0.80 -0.02
O 4.33 5.69 -0.59 0.05
H 2.13 6.86 -0.48 0.08
H 2.51 7.47 1.14 0.09
H 2.95 8.43 -0.31 0.09
H 5.10 7.39 1.86 0.09
H 5.54 8.35 0.41 0.09
H 6.23 6.73 0.66 0.08
```

SMILES = NC1=CC(=O)C(N)=C(P(O)O)C1=O.CC(C)=O.CC(C)=O.CC(C)=O.CC(C)=O.CC(C)=O.CC(C)=O.CC(C)=O
E_HOMO = -7.97 eV
multiplicity = 1
frontier orbital gap = 7.5959 eV
LUMO energy = -0.371 eV
ΔE to the lowest compared entry with this formula, charge and spin = 58.4 kcal per mole
F_max = 4.02 eV Å⁻¹


# 2
# C24H40Cl16N2O4PS

A 5-piece molecular cluster, C24H40Cl16N2O4PS overall in a non-equilibrium geometry (wB97M-V/def2-TZVPD, the OMol25 dataset).

XYZ file:
```
88
Properties=species:S:1:pos:R:3:lowdin_charge:R:1
C 5.54 -4.14 0.55 -0.13
O 6.87 -3.64 0.33 -0.24
C 6.86 -2.28 -0.17 -0.21
C 5.90 -2.17 -1.45 -0.19
C 6.35 -1.08 -2.54 -0.21
C 5.79 0.40 -2.26 -0.22
C 4.44 0.76 -3.03 -0.21
C 3.29 -0.36 -2.97 -0.20
C 2.11 -0.03 -1.89 -0.19
C 2.43 -0.61 -0.42 -0.19
C 3.45 0.36 0.35 -0.22
C 3.04 0.73 1.85 -0.24
C 1.66 1.54 1.97 -0.14
C 1.45 2.69 0.87 -0.31
C 1.59 4.26 1.33 -0.23
O 0.75 5.00 0.39 -0.43
P -0.48 3.98 -0.33 0.42
C -1.91 3.02 -1.20 -0.36
C -1.81 1.44 -0.98 -0.28
C -2.85 0.60 -1.92 -0.27
C -2.76 -0.93 -1.37 -0.48
S -3.94 -2.01 -2.35 0.86
C -5.45 -2.04 -1.25 -0.52
N -5.67 -2.90 -0.14 -0.02
N -6.89 -2.47 0.32 -0.33
C -7.39 -1.40 -0.47 -0.11
O -6.47 -1.09 -1.52 -0.03
O 0.00 2.60 0.65 -0.37
H 4.78 -3.33 0.83 0.10
H 5.15 -4.61 -0.43 0.09
H 5.56 -5.00 1.32 0.10
H 6.41 -1.63 0.67 0.12
H 7.91 -1.85 -0.36 0.13
H 4.87 -1.84 -1.06 0.07
H 5.73 -3.15 -2.01 0.12
H 5.94 -1.39 -3.57 0.11
H 7.50 -1.05 -2.65 0.11
H 5.76 0.61 -1.13 0.09
H 6.60 1.13 -2.67 0.11
H 4.72 0.87 -4.15 0.11
H 4.01 1.80 -2.75 0.12
H 3.66 -1.43 -2.85 0.09
H 2.75 -0.32 -3.99 0.11
H 1.20 -0.63 -2.27 0.10
H 1.91 1.09 -1.81 0.10
H 1.43 -0.55 0.16 0.10
H 2.73 -1.71 -0.41 0.10
H 3.65 1.26 -0.33 0.09
H 4.46 -0.20 0.42 0.08
H 3.07 -0.21 2.52 0.11
H 3.90 1.41 2.27 0.02
H 1.62 2.03 3.00 0.06
H 0.80 0.77 1.95 0.11
H 2.01 2.60 -0.13 0.12
H 2.68 4.61 1.40 0.07
H 1.09 4.44 2.34 0.07
H 0.38 3.70 -1.46 0.00
H -0.82 5.18 -1.09 -0.02
H -1.35 4.54 0.68 0.00
H -1.87 3.28 -2.33 0.07
H -2.93 3.38 -0.81 0.07
H -2.12 1.16 0.10 0.11
H -0.78 1.00 -1.24 0.10
H -2.50 0.60 -3.01 0.10
H -3.90 1.04 -1.81 0.10
H -1.69 -1.31 -1.36 0.08
H -3.09 -0.85 -0.27 0.09
H -8.36 -0.79 -0.35 0.05
C -8.97 -6.12 -0.18 -2.00
Cl -9.84 -6.36 -1.72 0.50
Cl -7.85 -4.75 -0.34 0.60
Cl -10.14 -5.78 1.11 0.51
Cl -8.06 -7.59 0.22 0.51
C -6.14 -2.96 4.02 -2.00
Cl -7.39 -3.15 5.27 0.49
Cl -4.70 -3.91 4.47 0.51
Cl -6.76 -3.53 2.46 0.59
Cl -5.69 -1.24 3.88 0.51
C 4.06 3.76 4.60 -1.98
Cl 4.73 4.66 3.23 0.55
Cl 4.85 4.31 6.10 0.50
Cl 2.32 4.04 4.72 0.57
Cl 4.38 2.02 4.38 0.58
C -8.71 2.35 0.82 -2.00
Cl -7.89 3.75 0.11 0.54
Cl -10.07 2.89 1.82 0.52
Cl -9.32 1.30 -0.49 0.55
Cl -7.56 1.43 1.82 0.53
```

E_HOMO = -4.19 eV
multiplicity = 1
frontier orbital gap = 5.5790 eV
LUMO energy = 1.389 eV
net charge = -1
F_max = 6.80 eV Å⁻¹


# 3
# C8H16NP

A 2-piece molecular cluster, C8H16NP overall in a non-equilibrium geometry (wB97M-V/def2-TZVPD, the OMol25 dataset).

XYZ file:
```
26
Properties=species:S:1:pos:R:3:lowdin_charge:R:1
C -0.98 0.25 -2.23 -0.29
C -3.33 0.53 2.22 -0.11
C 3.14 1.09 -1.16 -0.15
C 2.02 -0.85 -1.94 -0.15
C -1.86 0.52 1.94 -0.30
C -1.66 -0.66 1.02 -0.29
C -0.14 -0.78 0.71 -0.42
C 2.15 -0.05 -0.64 -0.58
N -1.62 0.08 -3.17 -0.06
P 0.59 0.75 -0.11 1.17
H -3.71 0.08 1.33 0.06
H -3.73 0.10 3.22 0.11
H -3.69 1.60 2.23 0.09
H 3.76 1.48 -0.37 0.04
H 3.74 0.93 -2.09 0.07
H 2.50 2.07 -1.46 0.10
H 1.24 -0.55 -2.64 0.04
H 1.78 -1.83 -1.87 0.04
H 2.88 -0.92 -2.53 0.05
H -1.38 0.33 2.89 0.11
H -1.32 1.26 1.40 0.04
H -1.82 -1.68 1.37 0.12
H -2.04 -0.54 0.08 0.04
H 0.57 -1.00 1.63 0.13
H 0.25 -1.64 0.11 0.08
H 2.65 -0.58 0.08 0.07
```

E_HOMO = -10.01 eV
multiplicity = 1
frontier orbital gap = 8.4198 eV
LUMO energy = -1.589 eV
ΔE to the lowest compared entry with this formula, charge and spin = 77.7 kcal per mole
F_max = 5.57 eV Å⁻¹


# 4
# C12H44FNO15PS2

C12H44FNO15PS2 as an isolated structure in a non-equilibrium geometry (wB97M-V/def2-TZVPD, the OMol25 dataset).

XYZ file:
```
76
Properties=species:S:1:pos:R:3:lowdin_charge:R:1
C 1.38 -3.89 2.87 -0.04
C 0.11 -3.04 2.74 -0.39
F -0.92 -3.85 2.23 -0.06
C 0.21 -1.83 1.80 -0.17
S 0.80 -0.30 2.61 0.57
O 0.87 -0.56 4.05 -0.33
O -0.19 0.73 2.23 -0.38
N 2.20 0.12 1.91 -0.37
S 3.60 -0.42 2.54 0.41
O 3.50 -1.76 3.15 -0.42
O 4.26 0.64 3.32 -0.40
P 4.91 -0.73 0.78 0.82
O 3.75 -0.76 -0.41 -0.34
O 5.26 -2.33 1.05 -0.34
H 2.04 -3.78 2.00 0.07
H 1.10 -4.95 2.97 0.08
H 1.93 -3.60 3.78 0.08
H -0.23 -2.69 3.73 0.13
H 0.87 -2.02 0.93 0.09
H -0.79 -1.60 1.40 0.10
H 3.00 -1.29 -0.15 0.02
H 4.48 -2.79 1.37 0.02
C 0.54 1.18 -1.16 -0.15
O -0.30 1.95 -0.32 -0.14
H 0.33 1.54 -2.17 0.06
H 1.60 1.35 -0.93 0.08
H 0.33 0.11 -1.10 0.08
H -0.16 1.72 0.61 0.03
C -0.18 2.95 -4.86 -0.17
O 1.14 2.71 -4.41 -0.14
H -0.37 2.27 -5.69 0.07
H -0.91 2.75 -4.07 0.07
H -0.31 3.97 -5.21 0.07
H 1.30 3.31 -3.67 0.05
C -3.98 0.15 2.84 -0.16
O -3.45 0.74 1.66 -0.12
H -5.07 0.19 2.77 0.06
H -3.68 -0.90 2.93 0.08
H -3.66 0.69 3.74 0.08
H -2.49 0.70 1.73 0.04
C 0.35 5.48 -0.84 -0.15
O 0.68 4.40 -1.70 -0.14
H 0.72 6.40 -1.30 0.08
H -0.73 5.56 -0.69 0.08
H 0.84 5.36 0.13 0.07
H 0.36 3.60 -1.26 0.03
C -8.08 -1.31 2.93 -0.16
O -6.83 -1.87 3.33 -0.12
H -8.02 -0.24 3.10 0.08
H -8.28 -1.50 1.88 0.06
H -8.90 -1.71 3.53 0.07
H -6.87 -2.82 3.19 0.08
C 3.52 6.17 0.76 -0.16
O 2.80 7.37 1.05 -0.13
H 3.29 5.90 -0.27 0.07
H 4.60 6.33 0.84 0.07
H 3.22 5.36 1.42 0.08
H 3.00 7.61 1.96 0.07
C -5.88 -2.06 -0.41 -0.16
O -4.64 -2.19 0.26 -0.11
H -5.96 -2.89 -1.11 0.08
H -6.72 -2.10 0.29 0.05
H -5.93 -1.12 -0.98 0.08
H -4.56 -1.46 0.87 0.04
C 4.40 -3.43 -2.64 -0.16
O 3.91 -4.36 -1.67 -0.13
H 3.55 -2.86 -3.00 0.06
H 5.13 -2.75 -2.19 0.07
H 4.86 -3.95 -3.49 0.07
H 4.66 -4.86 -1.35 0.07
C 1.22 -1.84 -5.37 -0.15
O 2.48 -2.50 -5.33 -0.13
H 1.42 -0.77 -5.26 0.08
H 0.71 -2.01 -6.32 0.07
H 0.57 -2.16 -4.55 0.08
H 2.32 -3.44 -5.41 0.07
```

E_HOMO = -6.47 eV
multiplicity = 1
frontier orbital gap = 8.7632 eV
LUMO energy = 2.297 eV
net charge = -1
F_max = 1.41 eV Å⁻¹


# 5
# C5H34O13

A 13-piece molecular cluster, C5H34O13 overall in a non-equilibrium geometry (wB97M-V/def2-TZVPD, the OMol25 dataset).

XYZ file:
```
52
Properties=species:S:1:pos:R:3:lowdin_charge:R:1
C -1.56 1.28 2.60 -0.23
O -1.44 -0.17 2.57 -0.11
C -1.57 1.99 1.25 -0.14
C -2.14 1.13 0.09 -0.22
C -1.74 1.65 -1.25 -0.20
C -2.53 2.06 -2.23 0.00
H -2.51 1.41 3.13 0.11
H -0.87 1.62 3.38 0.10
H -0.68 -0.49 2.03 0.04
H -0.58 2.24 0.88 0.09
H -2.21 2.89 1.23 0.12
H -1.72 0.17 0.25 0.05
H -3.21 0.95 0.11 0.11
H -0.73 2.00 -1.23 0.08
H -2.12 2.58 -3.08 0.05
H -3.60 1.82 -2.33 0.07
H -0.06 -1.19 -4.27 0.10
H -0.70 -1.01 -2.92 0.00
O 0.08 -0.85 -3.39 0.00
H 1.10 0.53 -2.75 -0.02
H 2.45 0.03 -2.34 0.04
O 1.96 0.85 -2.55 -0.03
H -4.18 -0.85 1.28 0.09
H -3.63 -2.27 1.32 0.02
O -3.73 -1.56 0.74 -0.04
H 1.38 -2.90 -1.70 0.06
H 1.05 -1.60 -2.32 -0.01
O 1.57 -1.98 -1.59 -0.05
H 0.82 -0.39 0.29 0.11
H 0.03 -1.39 -0.43 0.04
O 0.19 -1.16 0.51 -0.08
H 2.44 2.42 0.42 0.02
H 2.33 2.27 2.01 0.03
O 2.46 1.79 1.19 -0.07
H 1.16 3.67 -1.61 0.06
H 2.05 2.32 -1.34 0.02
O 1.84 3.25 -1.06 -0.09
H 1.51 1.10 2.86 0.01
H 1.14 0.09 3.98 0.05
O 1.68 0.89 3.82 -0.08
H 3.78 -1.77 -0.76 -0.02
H 4.61 -0.72 -1.59 0.05
O 4.66 -1.57 -1.10 -0.06
H -2.62 -1.78 -1.08 0.00
H -2.89 -1.05 -2.34 0.04
O -2.31 -1.70 -1.97 -0.02
H 0.32 -2.56 1.85 -0.08
H 0.48 -3.88 2.67 0.04
O 0.00 -3.04 2.56 -0.05
H 3.25 -2.47 1.99 0.06
H 2.52 -2.03 0.73 -0.01
O 2.45 -2.61 1.49 -0.03
```

E_HOMO = -9.68 eV
multiplicity = 1
frontier orbital gap = 9.5600 eV
LUMO energy = -0.125 eV
ΔE to the lowest compared entry with this formula, charge and spin = 81.6 kcal per mole
F_max = 3.93 eV Å⁻¹


# 6
# C5H16AgO5

C5H16AgO5 as an isolated structure in a non-equilibrium geometry (wB97M-V/def2-TZVPD, the OMol25 dataset).

XYZ file:
```
27
Properties=species:S:1:pos:R:3:lowdin_charge:R:1
Ag -0.10 -0.39 -1.13 0.85
C 2.55 0.46 -2.88 -0.14
O 1.40 1.18 -2.43 -0.18
H 3.05 -0.08 -2.08 0.08
H 2.21 -0.21 -3.67 0.09
H 3.25 1.13 -3.38 0.09
H 1.67 1.82 -1.75 0.04
C 0.24 2.20 1.19 -0.20
C 1.54 2.91 0.84 -0.22
O 2.37 2.06 0.06 -0.07
O -0.46 1.74 0.02 -0.13
H -0.31 2.83 1.89 0.13
H 0.49 1.25 1.65 0.13
H 2.01 3.30 1.75 0.13
H 1.34 3.82 0.25 0.13
H 3.23 2.48 -0.02 0.11
H -0.81 2.53 -0.41 0.11
C -2.24 -2.32 1.42 -0.22
C -2.71 -3.73 1.10 -0.24
O -1.73 -4.51 0.43 -0.05
O -2.20 -1.45 0.27 -0.12
H -1.25 -2.45 1.88 0.12
H -2.80 -1.81 2.21 0.13
H -3.62 -3.67 0.51 0.12
H -2.88 -4.21 2.07 0.13
H -1.23 -3.92 -0.14 0.07
H -3.02 -0.96 0.32 0.09
```

E_HOMO = -13.23 eV
multiplicity = 1
frontier orbital gap = 8.8043 eV
LUMO energy = -4.428 eV
net charge = +1
F_max = 1.78 eV Å⁻¹


Question: Look up the frontier orbital gap of the sixth one.
Answer: 8.8043 eV